i) A molecular structure, C53H76BrN10O2PRbSbSi3, computed with wB97M-V/def2-TZVPD.

Cartesian coordinates (Å):
Rb -0.125 -1.007 -0.006
N 4.718 2.311 -2.004
C 5.077 3.278 -0.950
C 4.241 4.555 -1.034
C 2.777 4.401 -0.625
N 2.057 3.627 -1.631
C 2.660 3.688 0.722
C 3.450 2.385 0.797
N 2.823 1.345 -0.090
C 4.909 2.605 0.414
H 4.437 2.778 -2.858
H 3.186 1.480 -1.049
H 5.507 1.710 -2.212
H 6.127 3.578 -1.047
H 4.300 4.970 -2.046
H 4.704 5.294 -0.373
H 2.362 5.411 -0.498
H 1.976 4.120 -2.514
H 1.121 3.387 -1.323
H 1.609 3.496 0.946
H 3.044 4.342 1.511
H 3.404 1.988 1.809
H 1.792 1.436 -0.136
H 3.047 0.391 0.212
H 5.457 1.660 0.435
H 5.347 3.242 1.187
N -4.750 -2.735 -0.509
C -5.231 -1.693 0.251
C -4.137 -1.135 0.838
N -3.000 -1.806 0.459
C -3.398 -2.754 -0.353
C -2.510 -3.701 -1.020
N -1.242 -3.483 -1.268
C -0.785 -4.607 -1.908
C -1.792 -5.513 -2.048
N -2.897 -4.923 -1.477
H -5.288 -3.287 -1.153
H -6.277 -1.449 0.290
H -4.091 -0.287 1.502
H 0.245 -4.701 -2.208
H -1.825 -6.500 -2.471
H -3.787 -5.365 -1.331
C 3.812 -3.666 3.611
Sb 3.382 -1.670 2.901
C 2.460 -2.334 1.124
C 1.695 -3.569 1.240
C 0.593 -3.834 2.088
C -0.043 -5.054 2.044
C 0.392 -6.040 1.161
C 1.473 -5.722 0.360
N 2.100 -4.553 0.400
Si 3.764 -2.735 -0.175
C 4.835 -1.183 -0.532
C 5.132 -3.965 0.276
C 3.129 -3.140 -1.910
C 1.981 -1.098 4.622
C 0.547 -1.534 4.493
C -0.117 -2.357 5.410
C -1.460 -2.649 5.237
C -2.146 -2.093 4.171
C -1.432 -1.259 3.327
N -0.137 -1.002 3.462
Si 2.896 -1.705 6.187
C 4.749 -1.385 6.107
C 2.676 -3.541 6.607
C 2.332 -0.813 7.748
Si 1.844 0.808 4.649
C 1.195 1.547 3.058
C 3.501 1.628 5.012
C 0.592 1.397 5.930
H 4.365 -4.140 2.799
H 2.891 -4.225 3.764
H 4.415 -3.688 4.516
H 0.249 -3.076 2.770
H -0.884 -5.237 2.704
H -0.082 -7.011 1.103
H 1.874 -6.449 -0.343
H 5.125 -0.625 0.364
H 4.350 -0.508 -1.241
H 5.759 -1.517 -1.014
H 5.730 -3.595 1.115
H 5.809 -4.052 -0.580
H 4.765 -4.959 0.525
H 3.004 -4.214 -2.046
H 3.809 -2.763 -2.677
H 2.153 -2.671 -2.078
H 0.400 -2.768 6.261
H -1.964 -3.297 5.944
H -3.198 -2.277 4.001
H -1.923 -0.777 2.491
H 5.260 -1.850 5.265
H 5.181 -1.798 7.024
H 4.981 -0.321 6.087
H 2.226 -4.146 5.823
H 2.063 -3.643 7.507
H 3.654 -3.972 6.834
H 2.666 0.225 7.783
H 2.779 -1.331 8.602
H 1.249 -0.824 7.880
H 1.484 2.602 3.017
H 1.523 1.044 2.151
H 0.108 1.493 3.050
H 4.312 1.228 4.399
H 3.789 1.525 6.059
H 3.412 2.700 4.806
H -0.269 0.725 5.977
H 0.216 2.374 5.613
H 0.997 1.503 6.934
Br -3.477 1.597 4.261
C -2.963 2.551 2.694
C -3.277 3.898 2.605
C -2.890 4.554 1.448
C -2.217 3.852 0.461
C -1.946 2.508 0.672
N -2.323 1.860 1.779
C -1.171 1.685 -0.337
O -1.800 1.167 -1.267
O 0.062 1.559 -0.086
H -3.801 4.398 3.405
H -3.115 5.606 1.321
H -1.904 4.328 -0.459
C 0.006 -0.826 -3.595
P 1.579 0.062 -3.260
C 2.756 -0.703 -4.431
C 4.110 -0.417 -4.252
C 5.075 -0.988 -5.066
C 4.700 -1.876 -6.065
C 3.358 -2.178 -6.246
C 2.393 -1.592 -5.438
C 1.218 1.660 -4.093
C 2.110 2.281 -4.964
C 1.842 3.547 -5.471
C 0.670 4.205 -5.128
C -0.233 3.585 -4.273
C 0.039 2.329 -3.753
H 0.089 -1.870 -3.288
H -0.290 -0.774 -4.644
H -0.777 -0.355 -2.996
H 4.403 0.242 -3.444
H 6.121 -0.757 -4.909
H 5.451 -2.338 -6.693
H 3.060 -2.877 -7.017
H 1.353 -1.845 -5.593
H 3.023 1.776 -5.256
H 2.548 4.012 -6.149
H 0.457 5.187 -5.532
H -1.158 4.082 -4.006
H -0.669 1.875 -3.067

Computed properties:
HOMO-LUMO gap   5.86 eV
E_HOMO   -6.0 eV
Net charge   0
Multiplicity   1

Here are the Mulliken charges for atoms 1 to 2, given in e: number 1, Rb, carries -0.121; number 2, N, carries -0.524



ii) A molecular structure, C53H76BrN10O2PRbSbSi3, computed with wB97M-V/def2-TZVPD.

Cartesian coordinates (Å):
Rb -0.771 -0.165 -0.995
N 4.169 1.427 1.878
C 4.532 0.303 2.741
C 3.366 0.052 3.705
C 2.161 -0.516 2.959
N 1.741 0.458 1.926
C 2.535 -1.843 2.305
C 3.666 -1.668 1.288
N 3.171 -0.938 0.124
C 4.864 -0.953 1.929
H 4.347 2.316 2.330
H 2.569 1.119 1.783
H 4.658 1.411 0.992
H 5.429 0.540 3.336
H 3.101 0.991 4.192
H 3.675 -0.654 4.473
H 1.344 -0.687 3.663
H 0.864 0.987 2.073
H 1.678 0.009 0.999
H 1.670 -2.287 1.809
H 2.853 -2.544 3.078
H 4.018 -2.678 1.004
H 2.462 -1.495 -0.352
H 3.928 -0.793 -0.537
H 5.594 -0.698 1.156
H 5.347 -1.660 2.605
N 1.161 -0.518 -5.324
C 1.744 0.685 -5.040
C 1.706 0.806 -3.679
N 1.115 -0.286 -3.134
C 0.779 -1.071 -4.134
C 0.081 -2.322 -4.008
N -0.664 -2.675 -2.983
C -1.152 -3.905 -3.268
C -0.700 -4.318 -4.488
N 0.082 -3.302 -4.960
H 1.011 -0.886 -6.249
H 2.115 1.328 -5.812
H 2.063 1.604 -3.059
H -1.792 -4.417 -2.578
H -0.856 -5.218 -5.046
H 0.592 -3.311 -5.828
C -3.991 -3.574 1.612
Sb -2.727 -2.762 0.030
C -3.415 -0.793 0.138
C -4.097 -0.336 1.291
C -3.721 -0.630 2.625
C -4.442 -0.116 3.671
C -5.538 0.707 3.414
C -5.840 0.953 2.086
N -5.163 0.465 1.069
Si -4.290 -0.260 -1.449
C -3.156 -0.538 -2.984
C -5.809 -1.392 -1.763
C -4.825 1.560 -1.675
C -0.762 -5.435 1.033
C -0.878 -4.390 1.961
C -1.094 -4.621 3.353
C -1.024 -3.605 4.255
C -0.796 -2.289 3.798
C -0.719 -2.100 2.446
N -0.764 -3.082 1.536
Si -1.800 -6.993 1.193
C -2.852 -7.060 -0.419
C -3.071 -7.114 2.629
C -0.817 -8.636 1.296
Si 0.680 -5.468 -0.156
C 1.364 -3.807 -0.839
C 0.529 -6.628 -1.674
C 2.204 -6.195 0.791
H -4.853 -2.929 1.748
H -3.450 -3.654 2.546
H -4.316 -4.565 1.315
H -2.871 -1.266 2.810
H -4.168 -0.351 4.692
H -6.133 1.128 4.211
H -6.684 1.584 1.820
H -2.670 -1.509 -2.970
H -2.396 0.240 -3.058
H -3.758 -0.489 -3.889
H -5.503 -2.430 -1.866
H -6.348 -1.110 -2.662
H -6.498 -1.334 -0.929
H -3.973 2.221 -1.571
H -5.575 1.842 -0.949
H -5.242 1.708 -2.666
H -1.228 -5.636 3.683
H -1.121 -3.795 5.314
H -0.716 -1.472 4.497
H -0.635 -1.098 2.020
H -3.389 -6.125 -0.572
H -3.584 -7.862 -0.410
H -2.215 -7.212 -1.283
H -3.373 -6.136 2.985
H -2.667 -7.658 3.479
H -3.974 -7.635 2.318
H -0.082 -8.709 0.503
H -1.469 -9.501 1.215
H -0.283 -8.721 2.237
H 1.497 -3.851 -1.914
H 2.335 -3.603 -0.399
H 0.685 -2.990 -0.620
H -0.180 -6.269 -2.410
H 0.218 -7.620 -1.373
H 1.493 -6.730 -2.166
H 2.414 -5.634 1.697
H 3.104 -6.195 0.181
H 2.015 -7.221 1.090
Br -0.832 1.481 5.146
C -1.779 2.118 3.630
C -2.997 2.748 3.791
C -3.629 3.186 2.636
C -3.000 3.007 1.415
C -1.757 2.390 1.390
N -1.156 1.937 2.490
C -0.958 2.217 0.110
O -1.482 2.512 -0.963
O 0.195 1.748 0.279
H -3.434 2.886 4.768
H -4.593 3.665 2.705
H -3.441 3.324 0.484
C 1.365 4.278 -1.159
P 2.413 2.999 -0.326
C 2.743 3.963 1.212
C 3.978 4.496 1.568
C 4.163 5.079 2.812
C 3.124 5.123 3.724
C 1.890 4.593 3.382
C 1.705 4.016 2.140
C 3.959 3.329 -1.291
C 4.519 4.568 -1.576
C 5.659 4.656 -2.356
C 6.230 3.517 -2.901
C 5.659 2.280 -2.654
C 4.542 2.193 -1.844
H 1.215 3.986 -2.197
H 1.823 5.266 -1.112
H 0.396 4.295 -0.670
H 4.808 4.447 0.879
H 5.129 5.492 3.067
H 3.275 5.567 4.696
H 1.081 4.622 4.096
H 0.751 3.587 1.876
H 4.075 5.472 -1.183
H 6.099 5.624 -2.553
H 7.114 3.594 -3.518
H 6.082 1.391 -3.100
H 4.087 1.233 -1.640

Computed properties:
HOMO-LUMO gap   5.91 eV
E_HOMO   -6.2 eV
Net charge   0
Multiplicity   1

Here are the Mulliken charges for atoms 1 to 2, given in e: number 1, Rb, carries -0.065; number 2, N, carries -0.462



Which structure is the most stable? The one labeled i).